1.
An isolated ion of composition C11H16F9N2 and charge +1 in a non-equilibrium geometry, computed with the ωB97M-V functional and the def2-TZVPD basis.

Geometry as XYZ:
```
38
Properties=species:S:1:pos:R:3:forces:R:3
N 2.60502 -2.89608 1.71165 -0.334 -0.090 -0.661
C 1.47469 -1.97312 1.64864 0.821 0.172 0.502
C 0.21437 -2.67786 1.20332 0.442 0.270 0.459
C -1.09454 -1.87679 1.37726 0.691 -0.904 -0.856
C -1.05860 -1.04788 0.07743 -0.249 0.269 0.689
C -2.17217 -0.01962 -0.16805 -0.043 -0.763 1.045
C -1.84205 1.29501 0.56655 -0.585 -0.606 -0.579
C -1.39097 2.41886 -0.34869 0.704 -1.699 0.657
F -1.52849 3.53677 0.32680 0.077 1.731 0.635
F -2.13938 2.45253 -1.43985 -1.004 0.305 -1.244
C 0.06054 2.25504 -0.82782 -0.347 0.910 0.121
F 0.15934 1.11926 -1.51638 -0.124 -1.023 -0.708
F 0.82363 2.08211 0.25537 0.683 0.300 0.847
C 0.60134 3.40977 -1.74223 0.723 -1.303 0.260
F 0.52403 2.96788 -2.99214 -0.104 -0.436 -1.114
F -0.11505 4.49871 -1.67725 -0.587 1.279 0.636
C 2.10829 3.68284 -1.50091 -1.204 0.148 -1.101
F 2.34290 4.25334 -0.37142 0.257 0.762 1.962
F 2.76815 2.56239 -1.60501 0.774 -1.739 0.286
F 2.52515 4.45403 -2.46571 0.434 1.275 -1.147
C -0.82677 -2.14416 -0.95254 -0.295 1.145 1.059
N 0.31360 -2.89311 -0.29804 -0.252 0.324 -1.536
H 2.31662 -3.84331 1.91507 0.165 0.056 0.341
H 3.30554 -2.58895 2.36877 0.101 -0.120 -0.027
H 1.74064 -1.17510 0.95139 -0.128 0.163 -0.075
H 1.32732 -1.47964 2.61047 -0.433 -0.032 0.083
H 0.23778 -3.66084 1.65906 -0.454 -0.179 0.119
H -1.11011 -1.30746 2.29162 0.013 0.146 0.268
H -1.86273 -2.64669 1.38238 -0.641 0.375 0.062
H -0.16170 -0.45472 0.23422 0.394 -0.024 -0.640
H -2.41328 0.11413 -1.21568 0.175 0.146 -0.175
H -3.06691 -0.41832 0.30492 -0.285 -0.057 -0.163
H -1.12590 1.12049 1.36162 0.220 0.140 0.067
H -2.74205 1.65638 1.04975 -0.163 0.255 0.009
H -0.56197 -1.70974 -1.90639 0.174 -0.481 -0.371
H -1.70363 -2.77527 -0.95578 -0.108 -0.284 -0.482
H 0.32631 -3.85766 -0.62744 0.131 -0.070 0.345
H 1.14103 -2.43322 -0.68495 0.364 -0.359 0.424
```
Positions in Å, forces in eV/Å.

Properties
gap between HOMO and LUMO: 10.201 eV
HOMO: -13.28 eV
charge: +1
total energy: -1436.82468 a.u.
SMILES: NC[C@H]1C[C@H](CCC(F)(F)C(F)(F)C(F)(F)C(F)(F)F)C[NH2+]1
spin multiplicity: 1
max |F|: 0.0412 hartree/bohr

***

2.
A 2-piece molecular cluster, C11H16FNO2 overall in a non-equilibrium geometry, computed with the ωB97M-V functional and the def2-TZVPD basis.

Geometry as XYZ:
```
31
Properties=species:S:1:pos:R:3:forces:R:3
C -1.41128 -2.60410 -0.44913 -1.180 -2.909 -2.021
C -1.48212 -1.61002 0.70314 0.066 0.666 -2.512
N -1.02054 -0.20919 0.45836 0.899 -1.125 1.483
C 0.21660 0.11452 0.29710 -1.222 1.914 -0.843
C 1.27431 -0.65307 -0.29701 2.553 2.609 1.333
C 2.56532 -0.18029 -0.43698 -1.642 -0.506 -0.054
C 3.57538 -1.08995 -1.07216 -1.448 -1.001 -0.209
C 2.91081 1.16723 -0.04701 -1.279 1.410 -1.152
O 4.16536 1.58865 -0.41267 -0.106 -3.937 -0.368
C 1.94249 2.06925 0.27402 1.061 -2.976 1.307
C 0.57477 1.62466 0.62003 -0.580 -1.442 0.546
H -2.38299 -3.28913 -0.53774 1.710 1.565 0.518
H -1.38073 -2.15151 -1.46193 0.218 -0.001 0.634
H -0.62269 -3.42327 -0.40292 -0.484 1.378 0.084
H -2.55366 -1.53128 0.84415 0.014 0.136 1.009
H -0.91808 -2.08578 1.46464 0.094 0.059 1.433
H 1.07814 -1.57180 -0.68271 -0.698 -2.635 -0.963
H 2.96518 -1.58583 -1.93363 1.759 0.518 1.368
H 4.51660 -0.61985 -1.36302 -0.380 -0.102 -0.163
H 3.75191 -1.80510 -0.23748 0.330 -0.078 -0.984
H 4.18123 2.45626 -0.17000 0.567 3.891 0.865
H 2.24973 2.99320 0.65445 0.287 1.757 -0.035
H 0.29256 1.64120 1.70676 0.749 0.402 -0.653
H -0.05532 2.37276 0.17231 -1.025 -0.206 -0.347
C -3.72496 1.20400 0.91771 2.085 1.059 2.431
C -3.05320 1.16923 -0.42182 -0.411 1.754 0.738
O -2.19570 1.87718 -0.83403 -0.309 -0.297 -0.077
F -3.82582 0.47308 -1.24699 -0.157 -1.086 -1.166
H -2.93438 1.03826 1.78635 -1.375 1.185 -1.940
H -4.29306 2.18249 0.94400 0.906 -0.947 0.327
H -4.40587 0.43822 1.16421 -1.000 -1.055 -0.590
```
Positions in Å, forces in eV/Å.

Properties
gap between HOMO and LUMO: 7.863 eV
HOMO: -7.90 eV
energy relative to the best compared isomer or geometry (same formula, charge and spin): 193.1 kJ/mol
total energy: -733.73869 a.u.
SMILES: CC/N=C1\C=C(C)C(O)=CC1.CC(=O)F
spin multiplicity: 1
max |F|: 0.0783 hartree/bohr